{"formula": "C45H43F9N6O12SSi", "method": "the ωB97M-V functional and the def2-TZVPD basis", "species": ["C", "C", "C", "C", "C", "Si", "C", "C", "C", "F", "F", "C", "F", "F", "S", "F", "F", "F", "F", "F", "H", "H", "H", "H", "H", "H", "H", "H", "H", "H", "H", "H", "H", "O", "N", "O", "C", "C", "C", "C", "C", "C", "H", "H", "H", "H", "H", "O", "N", "O", "C", "C", "C", "C", "C", "C", "H", "H", "H", "H", "H", "O", "N", "O", "C", "C", "C", "C", "C", "C", "H", "H", "H", "H", "H", "O", "N", "O", "C", "C", "C", "C", "C", "C", "H", "H", "H", "H", "H", "O", "N", "O", "C", "C", "C", "C", "C", "C", "H", "H", "H", "H", "H", "O", "N", "O", "C", "C", "C", "C", "C", "C", "H", "H", "H", "H", "H"], "positions_angstrom": [[6.089, 1.978, -1.365], [5.433, 2.605, -2.129], [4.528, 3.050, -3.301], [4.047, 1.840, -4.185], [3.765, 2.336, -5.684], [2.217, 3.480, -5.590], [0.722, 2.331, -5.286], [-0.443, 2.991, -4.422], [-0.267, 2.779, -2.878], [0.980, 2.295, -2.542], [-0.260, 4.082, -2.342], [-1.445, 2.058, -2.145], [-2.577, 2.808, -2.301], [-1.164, 2.090, -0.802], [-1.843, 0.301, -2.624], [-2.736, 0.739, -3.903], [-3.216, 0.406, -1.717], [-1.102, -0.236, -1.263], [-0.500, 0.084, -3.486], [-2.245, -1.237, -2.941], [6.595, 1.380, -0.598], [5.120, 3.731, -3.967], [3.682, 3.604, -2.818], [3.070, 1.406, -3.839], [4.791, 1.012, -4.139], [4.652, 2.848, -6.130], [3.521, 1.395, -6.250], [1.998, 4.136, -6.902], [2.437, 4.481, -4.538], [0.268, 2.139, -6.295], [1.103, 1.371, -4.867], [-1.425, 2.643, -4.815], [-0.395, 4.090, -4.647], [1.705, 5.429, 4.942], [1.744, 5.091, 3.770], [2.759, 4.765, 3.178], [0.484, 5.078, 3.021], [-0.688, 5.478, 3.649], [-1.874, 5.486, 2.929], [-1.882, 5.093, 1.596], [-0.705, 4.685, 0.980], [0.485, 4.677, 1.692], [-0.691, 5.785, 4.686], [-2.794, 5.802, 3.407], [-2.809, 5.104, 1.035], [-0.716, 4.377, -0.056], [1.397, 4.361, 1.203], [0.264, 2.156, -8.620], [0.633, 1.666, -9.676], [1.110, 2.297, -10.599], [0.485, 0.215, -9.843], [-0.089, -0.534, -8.826], [-0.248, -1.902, -8.997], [0.169, -2.508, -10.175], [0.752, -1.751, -11.184], [0.912, -0.382, -11.021], [-0.417, -0.071, -7.904], [-0.701, -2.496, -8.212], [0.039, -3.576, -10.309], [1.078, -2.228, -12.100], [1.364, 0.200, -11.813], [5.507, -1.064, 6.841], [5.593, 0.122, 6.572], [6.617, 0.777, 6.661], [4.379, 0.809, 6.114], [3.185, 0.105, 6.035], [2.035, 0.764, 5.624], [2.087, 2.111, 5.293], [3.287, 2.806, 5.364], [4.442, 2.155, 5.777], [3.136, -0.945, 6.291], [1.095, 0.229, 5.562], [1.184, 2.623, 4.977], [3.323, 3.851, 5.104], [5.372, 2.704, 5.833], [-1.221, -0.332, 5.259], [-0.876, -0.793, 4.179], [-0.421, -0.133, 3.263], [-1.026, -2.237, 3.974], [-1.574, -3.015, 4.983], [-1.738, -4.377, 4.778], [-1.350, -4.950, 3.573], [-0.791, -4.163, 2.572], [-0.627, -2.800, 2.769], [-1.880, -2.580, 5.926], [-2.172, -4.992, 5.557], [-1.483, -6.014, 3.413], [-0.487, -4.615, 1.635], [-0.195, -2.195, 1.983], [0.819, -7.013, 0.591], [0.844, -7.329, -0.587], [1.850, -7.640, -1.197], [-0.428, -7.329, -1.320], [-1.592, -6.944, -0.668], [-2.788, -6.923, -1.371], [-2.814, -7.288, -2.711], [-1.645, -7.681, -3.352], [-0.445, -7.702, -2.656], [-1.581, -6.659, 0.375], [-3.701, -6.619, -0.874], [-3.749, -7.265, -3.259], [-1.670, -7.968, -4.396], [0.461, -8.006, -3.164], [-4.400, -3.102, 9.406], [-4.296, -2.621, 8.293], [-3.970, -3.248, 7.297], [-4.576, -1.190, 8.136], [-4.914, -0.435, 9.250], [-5.155, 0.923, 9.101], [-5.060, 1.513, 7.847], [-4.731, 0.747, 6.736], [-4.487, -0.611, 6.877], [-4.990, -0.886, 10.231], [-5.413, 1.524, 9.965], [-5.243, 2.576, 7.734], [-4.661, 1.210, 5.759], [-4.228, -1.200, 6.007]], "fmax_ev_per_a": 3.84, "smiles": "C#CCCC[SiH2]CCC(F)(F)C(F)(F)S(F)(F)(F)(F)F.O=[N+]([O-])c1ccccc1.O=[N+]([O-])c1ccccc1.O=[N+]([O-])c1ccccc1.O=[N+]([O-])c1ccccc1.O=[N+]([O-])c1ccccc1.O=[N+]([O-])c1ccccc1", "multiplicity": 1, "energy_ev": -124022.6609, "homo_lumo_gap_ev": 8.53, "e_homo_ev": -9.443}

{"formula": "C7H15N2S", "method": "the ωB97M-V functional and the def2-TZVPD basis", "species": ["C", "C", "C", "C", "C", "C", "C", "N", "N", "S", "H", "H", "H", "H", "H", "H", "H", "H", "H", "H", "H", "H", "H", "H", "H"], "positions_angstrom": [[-0.142, -2.541, 0.748], [0.923, 0.387, 0.844], [0.064, -1.860, -0.315], [0.171, -2.120, -1.709], [-3.498, 1.874, -0.399], [3.451, 1.316, 0.356], [-1.326, 1.033, 0.165], [-0.328, 0.162, 0.161], [-2.510, 0.849, -0.395], [2.296, 0.061, -0.347], [-0.032, -3.628, 0.652], [-0.558, -2.136, 1.706], [1.058, -0.300, 1.661], [0.909, -2.917, -1.790], [0.826, 1.407, 1.166], [-0.855, -2.320, -2.131], [-3.821, 2.416, 0.498], [-3.238, 2.734, -1.055], [-4.531, 1.715, -0.724], [3.203, 1.239, 1.388], [3.401, 2.238, -0.126], [4.521, 0.920, 0.189], [-1.146, 1.969, 0.694], [-2.631, -0.043, -0.901], [0.534, -1.279, -2.306]], "fmax_ev_per_a": 3.95, "relative_energy_kj_mol": 431.6, "multiplicity": 1, "energy_ev": -21307.5650, "homo_lumo_gap_ev": 8.04, "charge": 1, "e_homo_ev": -12.066}

{"formula": "C44H65F3O22", "method": "the ωB97M-V functional and the def2-TZVPD basis", "species": ["C", "C", "O", "C", "O", "C", "F", "F", "F", "H", "H", "H", "H", "H", "O", "C", "C", "C", "C", "O", "H", "H", "H", "H", "H", "H", "O", "C", "C", "C", "C", "O", "H", "H", "H", "H", "H", "H", "O", "C", "C", "C", "C", "O", "H", "H", "H", "H", "H", "H", "O", "C", "C", "C", "C", "O", "H", "H", "H", "H", "H", "H", "O", "C", "C", "C", "C", "O", "H", "H", "H", "H", "H", "H", "O", "C", "C", "C", "C", "O", "H", "H", "H", "H", "H", "H", "O", "C", "C", "C", "C", "O", "H", "H", "H", "H", "H", "H", "O", "C", "C", "C", "C", "O", "H", "H", "H", "H", "H", "H", "O", "C", "C", "C", "C", "O", "H", "H", "H", "H", "H", "H", "O", "C", "C", "C", "C", "O", "H", "H", "H", "H", "H", "H"], "positions_angstrom": [[4.767, 1.086, -6.088], [3.570, 0.229, -5.711], [4.019, -1.082, -5.360], [2.952, -1.884, -5.386], [1.802, -1.635, -5.465], [3.310, -3.345, -5.393], [3.063, -3.722, -6.659], [4.595, -3.576, -5.111], [2.561, -4.012, -4.522], [5.185, 0.381, -6.767], [5.383, 1.261, -5.220], [4.476, 2.005, -6.659], [2.803, 0.069, -6.553], [2.980, 0.545, -4.762], [-3.543, -0.934, -2.993], [-2.943, -1.968, -3.168], [-1.779, -2.167, -4.075], [-1.392, -3.676, -3.902], [-2.547, -4.217, -3.103], [-3.254, -3.091, -2.484], [-2.113, -1.903, -5.058], [-0.963, -1.564, -3.740], [-1.357, -4.278, -4.794], [-0.454, -3.839, -3.387], [-3.241, -4.705, -3.783], [-2.199, -4.893, -2.273], [1.514, 3.022, -1.944], [1.446, 4.027, -1.295], [1.859, 4.365, 0.146], [2.073, 5.879, 0.063], [1.142, 6.245, -1.020], [1.132, 5.149, -1.874], [1.071, 3.952, 0.859], [2.681, 3.680, 0.290], [1.858, 6.353, 0.973], [3.123, 6.123, -0.215], [0.096, 6.512, -0.801], [1.475, 7.101, -1.609], [0.687, 6.436, 4.100], [1.168, 5.360, 3.975], [0.620, 4.011, 4.433], [1.844, 3.036, 4.374], [2.936, 3.871, 3.550], [2.416, 5.212, 3.508], [0.228, 4.029, 5.462], [-0.199, 3.744, 3.728], [2.301, 2.788, 5.319], [1.557, 2.084, 3.891], [3.867, 3.821, 4.150], [2.870, 3.454, 2.551], [-1.358, -1.907, 1.468], [-1.744, -3.036, 1.514], [-2.237, -3.869, 2.687], [-3.037, -4.971, 1.856], [-2.205, -5.091, 0.660], [-1.714, -3.801, 0.379], [-1.338, -4.276, 3.107], [-2.822, -3.246, 3.323], [-3.024, -5.898, 2.432], [-4.077, -4.699, 1.680], [-1.431, -5.840, 0.717], [-2.851, -5.334, -0.231], [-6.111, -4.675, 0.624], [-6.093, -3.533, 0.249], [-5.194, -2.419, 0.649], [-5.981, -1.144, 0.224], [-6.758, -1.757, -0.916], [-6.996, -3.100, -0.592], [-4.883, -2.504, 1.667], [-4.263, -2.564, 0.089], [-6.655, -0.846, 1.080], [-5.324, -0.300, -0.052], [-7.794, -1.407, -1.023], [-6.231, -1.640, -1.883], [6.639, -0.018, 0.316], [5.798, 0.157, -0.475], [4.716, 1.261, -0.435], [3.918, 1.039, -1.775], [4.219, -0.416, -2.048], [5.493, -0.679, -1.458], [3.916, 1.062, 0.299], [5.198, 2.253, -0.249], [2.929, 1.483, -1.856], [4.405, 1.633, -2.616], [3.529, -1.109, -1.537], [4.254, -0.649, -3.163], [-1.612, 3.682, 1.875], [-2.144, 3.767, 0.795], [-3.576, 3.443, 0.479], [-3.523, 3.004, -0.959], [-2.334, 3.855, -1.445], [-1.447, 3.938, -0.303], [-4.015, 2.752, 1.191], [-3.998, 4.413, 0.516], [-3.298, 1.917, -0.953], [-4.467, 3.205, -1.450], [-1.732, 3.322, -2.196], [-2.621, 4.873, -1.779], [1.174, -3.689, 1.601], [1.946, -3.175, 2.331], [3.470, -3.154, 2.107], [3.899, -1.921, 2.900], [2.825, -1.807, 3.966], [1.669, -2.420, 3.438], [3.923, -4.134, 2.517], [3.611, -3.195, 1.040], [4.933, -1.988, 3.218], [3.794, -1.013, 2.248], [3.111, -2.185, 4.901], [2.506, -0.755, 4.066], [-3.245, 0.555, 1.535], [-2.757, 0.288, 2.578], [-1.548, 0.801, 3.336], [-1.916, 0.574, 4.805], [-2.698, -0.725, 4.650], [-3.372, -0.594, 3.365], [-0.734, 0.126, 2.978], [-1.318, 1.834, 3.075], [-1.106, 0.279, 5.479], [-2.525, 1.403, 5.219], [-1.974, -1.562, 4.631], [-3.455, -0.836, 5.451], [1.906, 0.391, 1.887], [1.254, 0.073, 0.895], [0.141, 0.816, 0.237], [-0.429, -0.091, -0.832], [0.596, -1.310, -0.806], [1.500, -1.082, 0.319], [-0.655, 0.931, 0.989], [0.470, 1.736, -0.150], [-1.392, -0.517, -0.537], [-0.425, 0.353, -1.821], [0.076, -2.247, -0.549], [1.172, -1.429, -1.747]], "fmax_ev_per_a": 3.82, "smiles": "CCOC(=O)C(F)(F)F.O=C1CCCO1.O=C1CCCO1.O=C1CCCO1.O=C1CCCO1.O=C1CCCO1.O=C1CCCO1.O=C1CCCO1.O=C1CCCO1.O=C1CCCO1.O=C1CCCO1", "multiplicity": 1, "energy_ev": -99880.8366, "homo_lumo_gap_ev": 10.43, "e_homo_ev": -9.894}